Here is C47H48As2IMgSb2 as an isolated structure in a non-equilibrium geometry from the OMol25 dataset. Energies are from ωB97M-V/def2-TZVPD.

```
101
Properties=species:S:1:pos:R:3:lowdin_charge:R:1
Mg 2.66 -1.00 2.42 0.347
I 1.52 1.66 2.47 1.005
C -0.25 0.71 3.15 -0.581
C -1.21 1.50 3.72 -0.170
C -2.44 0.94 4.10 -0.088
C -2.62 -0.40 3.98 -0.031
C -1.61 -1.23 3.46 -0.165
C -1.78 -2.63 3.54 -0.005
C -0.84 -3.45 2.99 -0.065
C 0.39 -2.92 2.60 -0.167
C 0.64 -1.57 2.59 -0.225
C -0.36 -0.68 3.06 -0.285
H -1.07 2.59 3.82 0.107
H -3.26 1.60 4.50 0.129
H -3.58 -0.88 4.07 0.120
H -2.67 -2.92 4.00 0.099
H -0.99 -4.50 2.99 0.098
H 1.17 -3.61 2.27 0.085
C 5.18 0.61 4.67 -0.253
As 5.01 -0.97 3.53 1.065
C 5.67 -2.30 4.75 -0.293
C 6.49 -0.72 2.28 -0.419
C 7.80 -0.69 2.74 -0.088
C 8.84 -0.42 1.85 -0.061
C 8.65 -0.21 0.51 -0.061
C 7.33 -0.17 0.04 -0.087
C 6.26 -0.43 0.91 -0.382
As 4.36 -0.09 0.44 1.051
C 4.31 1.78 -0.02 -0.304
C 3.95 -0.85 -1.25 -0.295
H 6.15 0.65 5.15 0.041
H 4.43 0.48 5.41 0.020
H 4.98 1.47 4.06 0.016
H 6.66 -1.97 5.12 0.035
H 5.85 -3.20 4.16 0.032
H 4.91 -2.44 5.57 0.063
H 8.05 -0.85 3.78 0.099
H 9.86 -0.39 2.14 0.102
H 9.46 -0.12 -0.20 0.117
H 7.08 0.01 -1.03 0.116
H 4.38 2.44 0.83 0.011
H 3.35 2.05 -0.51 0.038
H 5.14 1.98 -0.69 0.034
H 4.71 -0.63 -1.96 0.018
H 2.99 -0.42 -1.60 0.037
H 3.75 -1.95 -1.08 0.051
C -1.17 -0.52 -2.42 -0.422
C -0.61 0.64 -1.62 -0.400
C -0.77 1.96 -2.42 -0.415
Sb -0.77 3.71 -1.17 1.401
C -1.61 4.90 -2.69 -0.455
C -2.49 5.93 -2.29 -0.132
C -3.25 6.61 -3.26 -0.100
C -3.09 6.34 -4.59 -0.096
C -2.19 5.33 -4.99 -0.084
C -1.42 4.66 -4.06 -0.142
C -2.68 3.19 -0.27 -0.379
C -2.84 3.00 1.09 -0.146
C -4.06 2.57 1.57 -0.105
C -5.15 2.43 0.73 -0.103
C -5.01 2.64 -0.62 -0.076
C -3.77 3.02 -1.15 -0.114
Sb -1.07 -2.47 -1.50 1.438
C -1.42 -3.68 -3.32 -0.385
C -0.39 -4.46 -3.78 -0.168
C -0.59 -5.40 -4.79 -0.078
C -1.83 -5.46 -5.40 -0.078
C -2.85 -4.60 -5.00 -0.093
C -2.63 -3.71 -3.99 -0.144
C -2.97 -2.28 -0.62 -0.413
C -3.79 -3.46 -0.54 -0.127
C -5.04 -3.44 0.08 -0.081
C -5.46 -2.27 0.69 -0.085
C -4.62 -1.17 0.82 -0.088
C -3.38 -1.21 0.18 -0.134
H -0.84 -0.53 -3.47 0.072
H -2.22 -0.31 -2.47 0.038
H 0.43 0.47 -1.39 0.065
H -1.08 0.58 -0.64 0.066
H -1.78 1.88 -2.86 0.057
H -0.09 2.02 -3.27 0.052
H -2.60 6.30 -1.24 0.109
H -3.96 7.36 -2.99 0.095
H -3.73 6.90 -5.30 0.116
H -2.15 5.07 -6.05 0.105
H -0.75 3.79 -4.33 0.100
H -2.00 3.22 1.77 0.082
H -4.22 2.42 2.65 0.094
H -6.14 2.15 1.08 0.113
H -5.80 2.62 -1.34 0.103
H -3.64 3.17 -2.20 0.091
H 0.58 -4.51 -3.33 0.077
H 0.24 -5.99 -5.07 0.091
H -2.05 -6.19 -6.13 0.092
H -3.82 -4.64 -5.47 0.107
H -3.45 -3.01 -3.70 0.117
H -3.52 -4.37 -1.03 0.082
H -5.60 -4.33 0.08 0.092
H -6.41 -2.18 1.19 0.100
H -4.98 -0.26 1.29 0.086
H -2.82 -0.26 0.23 0.092
```

Computed properties:
- Frontier orbital gap: 6.901 eV
- Net charge: +1
- Spin multiplicity: 1
- HOMO: -9.7 eV
- LUMO level: -0.104 hartree